No. 1
{
  "formula": "C44H44N5O4P2Ti",
  "method": "the ωB97M-V functional and the def2-TZVPD basis",
  "e_tot_ev": -103674.405,
  "total_charge": 1,
  "lumo_ha": -0.1058,
  "e_above_lowest_kcal_mol": 0.0,
  "gap_ev": 7.0,
  "elements": ["Ti", "C", "C", "O", "C", "C", "C", "N", "N", "C", "O", "C", "C", "C", "C", "C", "C", "H", "H", "H", "H", "H", "H", "H", "H", "H", "H", "H", "H", "C", "P", "C", "C", "C", "C", "C", "C", "C", "C", "C", "C", "C", "C", "C", "C", "C", "C", "C", "P", "C", "C", "C", "C", "C", "C", "C", "C", "C", "C", "C", "C", "N", "H", "H", "H", "H", "H", "H", "H", "H", "H", "H", "H", "H", "H", "H", "H", "H", "H", "H", "H", "H", "H", "H", "H", "H", "H", "H", "C", "O", "C", "O", "N", "N", "H", "H", "H", "H", "H", "H"],
  "coordinates": [[-0.26, -0.10, 0.18], [1.46, -1.69, -3.22], [1.62, -1.10, -1.86], [0.64, -0.31, -1.46], [2.70, -1.29, -1.07], [2.81, -0.69, 0.22], [4.17, -0.63, 0.86], [1.76, -0.21, 0.84], [2.04, 0.31, 2.12], [0.95, 0.76, 2.64], [-0.18, 0.76, 1.98], [0.94, 1.38, 3.98], [1.99, 1.16, 4.86], [1.97, 1.75, 6.12], [0.90, 2.56, 6.49], [-0.15, 2.77, 5.62], [-0.14, 2.17, 4.37], [1.68, -0.94, -3.99], [0.43, -2.01, -3.36], [2.13, -2.54, -3.35], [3.55, -1.84, -1.45], [4.93, -0.95, 0.15], [4.22, -1.27, 1.74], [4.39, 0.38, 1.20], [2.82, 0.53, 4.56], [2.79, 1.58, 6.81], [0.90, 3.02, 7.47], [-0.99, 3.39, 5.91], [-0.97, 2.31, 3.69], [-0.81, -3.48, 0.83], [-0.50, -2.07, 1.91], [-2.08, -1.65, 2.68], [-3.30, -2.06, 2.13], [-4.49, -1.67, 2.72], [-4.49, -0.86, 3.85], [-3.28, -0.45, 4.40], [-2.09, -0.84, 3.82], [0.56, -2.68, 3.24], [-0.02, -3.26, 4.37], [0.79, -3.81, 5.36], [2.17, -3.80, 5.22], [2.74, -3.24, 4.09], [1.94, -2.68, 3.10], [-1.43, -2.93, -0.40], [-2.03, -3.58, -1.43], [-2.49, -2.58, -2.33], [-2.17, -1.36, -1.81], [-2.64, -0.07, -2.42], [-1.52, 1.38, -2.69], [-0.61, 1.00, -4.22], [-0.88, -0.11, -5.03], [-0.14, -0.34, -6.19], [0.87, 0.53, -6.55], [1.16, 1.63, -5.75], [0.42, 1.86, -4.59], [-2.79, 2.56, -3.29], [-3.46, 2.40, -4.51], [-4.44, 3.29, -4.91], [-4.77, 4.37, -4.09], [-4.12, 4.55, -2.89], [-3.13, 3.65, -2.49], [-1.50, -1.54, -0.59], [-1.43, -4.22, 1.34], [0.16, -3.95, 0.63], [-3.32, -2.67, 1.24], [-5.43, -2.00, 2.29], [-5.42, -0.57, 4.31], [-3.27, 0.18, 5.28], [-1.15, -0.51, 4.26], [-1.10, -3.28, 4.49], [0.33, -4.26, 6.23], [2.79, -4.23, 5.99], [3.82, -3.24, 3.97], [2.39, -2.25, 2.23], [-2.14, -4.65, -1.53], [-3.04, -2.74, -3.25], [-3.44, 0.35, -1.82], [-3.09, -0.33, -3.38], [-1.65, -0.81, -4.76], [-0.37, -1.20, -6.80], [1.45, 0.35, -7.45], [1.95, 2.31, -6.03], [0.65, 2.72, -3.98], [-3.20, 1.57, -5.16], [-4.94, 3.16, -5.86], [-5.53, 5.07, -4.41], [-4.36, 5.39, -2.25], [-2.61, 3.81, -1.55], [-4.20, 2.14, 1.31], [-2.96, 2.89, 1.18], [-1.95, 2.24, 0.65], [-2.02, 1.05, 0.31], [-0.86, 3.00, 0.47], [0.30, 2.36, 0.03], [-4.87, 2.81, 1.83], [-4.02, 1.23, 1.88], [-4.57, 1.90, 0.32], [-0.86, 3.95, 0.78], [1.04, 2.50, 0.71], [0.56, 2.72, -0.88]]
}


No. 2
{
  "formula": "C44H45GeN6O3S3Tl",
  "method": "the ωB97M-V functional and the def2-TZVPD basis",
  "e_tot_ev": -155138.866,
  "total_charge": 2,
  "lumo_ha": -0.2273,
  "e_above_lowest_kcal_mol": 10.4,
  "gap_ev": 5.5,
  "elements": ["Tl", "C", "C", "N", "C", "S", "N", "N", "C", "C", "C", "C", "C", "C", "C", "N", "H", "H", "H", "H", "H", "H", "H", "H", "H", "H", "H", "H", "H", "Ge", "C", "C", "C", "C", "C", "C", "C", "C", "C", "C", "C", "C", "H", "H", "H", "H", "H", "H", "H", "H", "H", "H", "H", "C", "C", "C", "N", "C", "S", "N", "C", "O", "C", "C", "C", "C", "C", "C", "H", "H", "H", "H", "H", "H", "H", "H", "H", "H", "H", "H", "H", "H", "C", "C", "O", "S", "C", "C", "C", "C", "C", "C", "C", "C", "H", "H", "H", "H", "H", "H", "H", "O", "C"],
  "coordinates": [[0.32, -0.72, -0.44], [5.69, -3.54, -4.83], [4.33, -3.13, -4.24], [4.44, -2.57, -2.93], [3.35, -2.26, -2.17], [1.68, -2.57, -2.86], [3.61, -1.88, -0.91], [2.63, -1.60, -0.06], [3.01, -1.49, 1.23], [4.44, -1.66, 1.63], [2.06, -1.13, 2.27], [2.47, -0.84, 3.59], [1.54, -0.45, 4.53], [0.19, -0.41, 4.22], [-0.15, -0.74, 2.90], [0.76, -1.03, 1.97], [5.55, -4.13, -5.75], [6.23, -4.17, -4.10], [6.25, -2.62, -5.08], [3.60, -3.98, -4.15], [3.79, -2.41, -4.91], [5.35, -2.31, -2.53], [5.07, -1.89, 0.75], [4.58, -2.49, 2.36], [4.85, -0.76, 2.12], [3.53, -0.89, 3.84], [1.85, -0.21, 5.54], [-0.57, -0.20, 4.96], [-1.18, -0.83, 2.59], [1.04, -0.91, -4.32], [-0.63, -0.14, -3.74], [-0.91, 1.20, -3.87], [-2.16, 1.72, -3.55], [-3.17, 0.89, -3.09], [-2.92, -0.48, -3.03], [-1.64, -0.97, -3.29], [2.38, 0.42, -4.50], [2.84, 1.19, -3.44], [4.08, 1.79, -3.54], [4.88, 1.65, -4.68], [4.35, 0.96, -5.77], [3.10, 0.37, -5.68], [0.82, -1.65, -5.66], [-0.17, 1.89, -4.27], [-2.35, 2.77, -3.64], [-4.10, 1.29, -2.73], [-3.67, -1.16, -2.67], [-1.48, -2.03, -3.17], [2.20, 1.34, -2.56], [4.42, 2.39, -2.69], [5.87, 2.07, -4.67], [4.86, 0.92, -6.73], [2.64, -0.12, -6.53], [-0.47, 4.03, 6.44], [0.10, 3.25, 5.25], [0.82, 4.17, 4.27], [1.21, 3.41, 3.05], [0.68, 3.35, 1.87], [1.58, 2.36, 0.66], [-0.34, 4.14, 1.41], [-1.52, 4.55, 2.14], [-2.26, 3.81, 2.72], [-1.71, 6.03, 2.05], [-0.83, 6.84, 1.26], [-1.07, 8.21, 1.18], [-2.10, 8.80, 1.91], [-3.00, 8.03, 2.66], [-2.82, 6.65, 2.70], [-1.15, 3.37, 7.01], [-1.09, 4.89, 6.07], [0.32, 4.41, 7.11], [-0.70, 2.70, 4.76], [0.85, 2.51, 5.61], [1.76, 4.51, 4.72], [0.21, 5.03, 3.98], [2.02, 2.82, 3.25], [-0.42, 4.09, 0.39], [0.03, 6.42, 0.75], [-0.43, 8.84, 0.59], [-2.24, 9.88, 1.85], [-3.82, 8.52, 3.13], [-3.54, 6.02, 3.19], [-6.32, -9.72, 1.32], [-5.54, -8.43, 1.04], [-4.39, -8.24, 1.37], [-6.47, -7.13, 0.13], [-5.15, -6.01, 0.01], [-4.89, -5.44, -1.23], [-3.96, -4.40, -1.31], [-3.30, -3.90, -0.16], [-3.68, -4.44, 1.10], [-4.61, -5.47, 1.18], [-2.34, -2.90, -0.25], [-1.51, -1.95, -0.31], [-5.76, -10.14, 2.15], [-6.29, -10.43, 0.49], [-7.36, -9.55, 1.63], [-5.46, -5.84, -2.06], [-3.67, -3.99, -2.27], [-3.21, -4.04, 2.01], [-4.94, -5.88, 2.12], [-0.91, 2.14, -0.49], [0.12, 1.61, -0.22]]
}